[1]
150
Properties=species:S:1:pos:R:3:forces:R:3:lowdin_charge:R:1 method="wB97M-V/def2-TZVPD" smiles="CCCN1C(=O)c2c(B(O)CC)c(CC(=O)N(C)C)c(Br)c(P(O)Cl)c2C1=O.CC(C)=O.CC(C)=O.CC(C)=O.CC(C)=O.CC(C)=O.CC(C)=O.CC(C)=O.CC(C)=O.CC(C)=O.CC(C)=O" charge=0
C -0.4120 -0.8212 0.4599 0.57 -0.38 -0.38 -0.10
C -0.6937 -2.1181 1.2020 -0.17 0.26 0.25 -0.22
C -0.1232 -2.1827 2.6219 -0.51 0.39 -0.11 -0.12
N 1.2848 -2.5996 2.7312 -0.09 -0.30 -0.22 -0.01
C 1.5403 -3.8224 3.4300 -0.56 -0.12 -0.92 -0.37
O 1.5560 -3.9134 4.6164 -1.17 -0.78 0.53 0.14
C 1.8417 -4.8480 2.3789 0.22 -0.22 0.11 -0.02
C 1.8335 -6.2335 2.4548 0.44 -0.13 -0.25 0.04
B 1.5358 -6.8957 3.8659 0.27 -0.69 0.34 -0.43
O 2.4584 -6.6828 4.8521 -0.18 0.73 -0.37 0.16
C 0.2583 -7.7743 4.1807 -0.39 0.64 -0.30 -0.14
C -1.0398 -7.2633 3.5190 0.42 0.09 0.28 -0.09
C 2.1050 -6.9418 1.2599 -0.29 0.11 0.08 -0.16
C 2.0994 -8.4559 1.2953 0.50 0.06 -0.70 -0.06
C 3.5460 -8.9254 1.4555 -0.52 -0.22 0.23 -0.46
O 4.0775 -8.7972 2.5245 0.48 0.41 0.36 0.14
N 4.1768 -9.4503 0.3184 0.37 0.02 0.25 -0.19
C 3.9024 -10.8769 0.1284 -0.36 0.06 -0.70 -0.05
C 5.5951 -9.1103 0.2586 -0.14 0.31 -0.14 -0.07
C 2.3743 -6.2377 0.0750 -0.12 0.68 0.15 -0.53
Br 2.6348 -7.1509 -1.5648 -0.12 -0.26 0.21 0.85
C 2.4244 -4.8203 0.0276 0.42 -0.67 -0.02 -0.35
P 2.7708 -3.7516 -1.4418 -0.25 0.88 0.37 0.60
O 1.7102 -4.3472 -2.5454 0.16 -0.31 0.10 -0.39
Cl 4.6000 -4.4547 -2.0784 -0.17 -0.06 0.06 0.25
C 2.1420 -4.1595 1.2159 0.20 -0.03 -0.09 -0.09
C 2.0870 -2.6838 1.5654 -0.51 -1.24 -0.48 -0.41
O 2.6873 -1.8101 1.0307 0.06 0.89 -0.21 0.13
H -1.0122 -0.8000 -0.4418 -0.19 0.25 -0.06 0.06
H 0.6264 -0.7296 0.1455 0.13 -0.06 0.10 0.06
H -0.6447 0.0456 1.0649 -0.25 0.11 0.06 0.07
H -0.4268 -2.9955 0.6117 0.18 -0.13 -0.01 0.10
H -1.7752 -2.1759 1.3217 -0.14 -0.08 0.05 0.11
H -0.2830 -1.2071 3.0759 0.20 0.18 0.13 0.12
H -0.7407 -2.8704 3.1960 0.22 -0.26 0.20 0.12
H 2.0122 -6.3863 5.6539 0.24 -0.45 0.29 0.11
H 0.1449 -7.8269 5.2626 -0.10 -0.08 0.15 0.10
H 0.4284 -8.8035 3.8686 0.25 -0.13 -0.05 0.10
H -1.7492 -8.0651 3.3498 -0.22 -0.01 0.01 0.07
H -0.8321 -6.7705 2.5713 -0.02 -0.10 -0.22 0.06
H -1.4842 -6.5061 4.1599 -0.25 0.03 0.02 0.07
H 1.5474 -8.8208 2.1472 -0.24 -0.03 0.08 0.10
H 1.7019 -8.8258 0.3553 -0.22 -0.20 0.02 0.09
H 4.7705 -11.4940 0.3533 0.11 0.04 0.26 0.09
H 3.6357 -11.0607 -0.9120 0.00 -0.09 -0.11 0.08
H 3.0717 -11.2198 0.7395 -0.07 0.04 0.14 0.09
H 5.6833 -8.0376 0.0929 0.00 0.12 0.07 0.08
H 6.1409 -9.3531 1.1688 0.10 -0.26 0.02 0.09
H 6.0255 -9.5848 -0.6164 0.11 -0.23 0.00 0.09
H 0.9496 -3.7532 -2.5139 -0.01 0.06 -0.29 0.05
C -1.2314 3.0227 -0.3093 0.08 -0.16 -0.03 -0.02
C -2.4394 2.2473 -0.7633 0.18 -0.07 0.10 -0.48
C -3.3722 2.9237 -1.7281 -0.24 -0.35 0.16 -0.02
O -2.6283 1.1214 -0.3490 -0.33 0.06 -0.14 0.04
H -0.6559 2.4099 0.3794 0.01 0.06 0.04 0.07
H -0.6068 3.2783 -1.1681 -0.08 0.13 -0.02 0.09
H -1.5313 3.9347 0.2045 0.02 0.07 -0.09 0.07
H -2.8435 3.1766 -2.6474 -0.01 0.15 0.03 0.09
H -3.7740 3.8323 -1.2790 0.19 0.04 -0.15 0.06
H -4.1915 2.2498 -1.9697 0.04 -0.03 -0.05 0.06
C -4.5382 8.2144 -0.7202 0.15 -0.14 0.14 -0.02
C -4.3753 7.0161 -1.6265 -0.07 -0.08 0.00 -0.48
C -5.0134 7.0995 -2.9867 0.17 -0.22 0.40 -0.03
O -3.7546 6.0388 -1.2687 0.00 0.21 0.06 0.05
H -4.0321 8.0272 0.2245 0.00 -0.01 -0.01 0.08
H -4.1047 9.0989 -1.1890 -0.12 0.05 -0.04 0.08
H -5.5968 8.3960 -0.5287 -0.01 0.10 -0.09 0.08
H -4.5999 7.9323 -3.5524 -0.18 -0.05 0.22 0.06
H -6.0925 7.2340 -2.8824 0.02 0.16 -0.05 0.09
H -4.8199 6.1791 -3.5319 0.02 0.01 -0.03 0.08
C -0.5827 6.3699 2.9579 -0.02 -0.13 -0.24 -0.02
C -0.9255 4.9809 3.4461 -0.04 -0.13 0.13 -0.49
C -1.0660 4.7864 4.9293 -0.03 -0.10 -0.20 -0.02
O -1.0646 4.0575 2.6745 0.02 0.08 -0.09 0.06
H -0.5048 6.3669 1.8724 -0.01 -0.01 0.00 0.08
H -1.3613 7.0731 3.2577 0.07 0.05 0.11 0.08
H 0.3691 6.6890 3.3852 -0.06 0.07 0.10 0.08
H -1.8554 5.4274 5.3278 0.13 0.10 0.06 0.09
H -0.1143 5.0060 5.4158 -0.24 0.14 0.06 0.06
H -1.3157 3.7497 5.1317 0.00 -0.01 0.03 0.07
C 3.2923 2.6585 6.5072 -0.20 0.01 -0.10 -0.02
C 2.7285 4.0241 6.8153 -0.01 -0.22 -0.09 -0.48
C 3.5664 4.9526 7.6591 -0.21 0.14 -0.04 -0.02
O 1.6420 4.3446 6.3919 0.19 0.18 0.11 0.06
H 2.5703 2.1195 5.8980 0.01 -0.03 0.00 0.08
H 4.2281 2.7470 5.9530 0.09 -0.03 0.15 0.08
H 3.4679 2.0980 7.4262 0.17 0.03 -0.01 0.09
H 4.5195 5.1476 7.1653 0.07 -0.09 0.08 0.08
H 3.7564 4.5015 8.6338 0.12 -0.04 -0.04 0.09
H 3.0378 5.8927 7.7986 -0.01 0.00 0.00 0.08
C 5.0995 -0.2412 3.7446 0.15 0.10 0.23 -0.02
C 4.4726 -1.1105 4.8093 -0.03 -0.12 -0.14 -0.48
C 3.3120 -1.9782 4.3848 0.89 0.76 0.93 -0.02
O 4.8824 -1.1083 5.9473 0.02 0.09 0.10 0.06
H 5.9189 0.3274 4.1792 0.02 0.00 0.01 0.08
H 5.4862 -0.8607 2.9343 -0.13 0.03 -0.10 0.08
H 4.3581 0.4508 3.3415 -0.03 -0.10 -0.14 0.08
H 3.6280 -2.6689 3.6010 0.16 0.20 0.00 0.09
H 2.4964 -1.3605 4.0051 0.38 -0.03 0.04 0.10
H 2.9551 -2.5501 5.2378 0.29 0.27 -0.08 0.09
C -4.4596 2.6750 7.4666 0.12 0.17 0.07 -0.02
C -3.0497 2.2397 7.1428 0.02 -0.02 0.00 -0.51
C -2.8877 0.8928 6.4791 0.20 0.06 0.00 -0.02
O -2.0969 2.9362 7.3990 -0.05 -0.02 0.07 0.06
H -4.4364 3.6554 7.9366 0.01 0.00 0.00 0.08
H -5.0528 2.7308 6.5524 -0.06 -0.12 0.02 0.08
H -4.9243 1.9623 8.1496 -0.07 -0.06 -0.10 0.08
H -3.4188 0.8795 5.5258 -0.09 -0.06 0.05 0.09
H -3.2886 0.1075 7.1221 -0.11 -0.01 -0.07 0.08
H -1.8320 0.7028 6.3003 0.01 0.02 0.00 0.08
C -5.2594 0.2906 -6.3882 0.16 0.16 -0.03 -0.03
C -4.7568 0.5664 -4.9900 -0.01 -0.02 0.06 -0.50
C -5.4032 -0.2089 -3.8663 0.16 0.13 0.11 -0.02
O -3.8789 1.3684 -4.7790 0.02 0.02 -0.07 0.07
H -4.7145 0.9092 -7.0974 0.01 0.00 0.01 0.08
H -5.1072 -0.7599 -6.6403 -0.13 -0.03 0.02 0.08
H -6.3235 0.5219 -6.4560 -0.03 -0.13 0.01 0.08
H -5.2573 -1.2795 -4.0185 -0.13 -0.02 -0.05 0.08
H -6.4733 0.0027 -3.8324 -0.03 -0.12 -0.06 0.09
H -4.9519 0.0795 -2.9193 0.02 -0.01 -0.01 0.07
C -4.5198 8.7832 -7.8628 0.09 0.07 0.19 -0.02
C -5.0049 7.9253 -6.7256 0.03 0.07 0.01 -0.48
C -5.9720 6.8192 -7.0703 0.02 -0.04 0.24 -0.01
O -4.6380 8.1056 -5.5847 -0.01 0.10 -0.57 0.04
H -3.8316 9.5340 -7.4811 0.00 0.00 0.00 0.08
H -3.9991 8.1665 -8.5962 -0.09 0.03 -0.10 0.06
H -5.3634 9.2836 -8.3417 -0.01 -0.10 -0.10 0.09
H -5.5104 6.1293 -7.7780 -0.06 0.06 -0.11 0.09
H -6.8740 7.2387 -7.5184 0.04 -0.03 -0.13 0.09
H -6.2422 6.2757 -6.1675 0.01 0.01 0.00 0.08
C 6.9594 -6.7806 -5.7093 0.05 -0.21 -0.08 -0.02
C 5.6511 -7.5052 -5.4950 -0.03 0.00 -0.02 -0.50
C 4.5392 -6.7169 -4.8485 -0.07 -0.32 -0.08 -0.05
O 5.5068 -8.6594 -5.8244 0.01 0.00 0.02 0.07
H 7.6737 -7.4533 -6.1783 -0.01 -0.01 0.00 0.08
H 6.8062 -5.9149 -6.3553 0.00 0.09 0.11 0.08
H 7.3610 -6.4431 -4.7524 -0.04 0.13 -0.02 0.08
H 4.2882 -5.8482 -5.4591 0.07 0.10 0.11 0.09
H 4.8452 -6.3828 -3.8573 0.00 0.11 -0.09 0.00
H 3.6588 -7.3489 -4.7519 -0.01 0.00 -0.02 0.07
C -0.1426 7.0226 -8.1372 -0.22 -0.07 -0.02 -0.02
C -0.7258 7.8913 -9.2243 0.02 -0.02 0.02 -0.50
C 0.1878 8.9241 -9.8376 -0.20 0.04 -0.12 -0.02
O -1.8730 7.7667 -9.5874 0.00 0.00 -0.02 0.05
H -0.8989 6.3265 -7.7825 -0.01 0.00 0.00 0.08
H 0.7073 6.4589 -8.5245 0.09 0.08 0.06 0.09
H 0.1913 7.6412 -7.3029 0.13 -0.01 -0.04 0.09
H 1.0509 8.4364 -10.2929 0.08 0.03 0.10 0.09
H 0.5350 9.6180 -9.0707 0.12 -0.06 0.01 0.09
H -0.3520 9.4783 -10.6016 -0.01 -0.01 0.00 0.08

---

[2]
138
Properties=species:S:1:pos:R:3:forces:R:3:lowdin_charge:R:1 method="wB97M-V/def2-TZVPD" smiles=CCOCc1c(CCCCN)c(CCF)c(-c2ccccn2)c2nc(C)cnc12.CCCCCC.CCCCCC.CCCCCC.CCCCCC relative_energy_kj_mol=0.0 charge=0
C -1.0513 3.7065 4.1400 -0.20 0.15 0.39 -0.10
C -0.2711 3.4173 2.7945 -0.88 0.98 0.07 -0.26
O -0.4324 2.0723 2.2985 0.48 0.27 0.92 -0.20
C 0.2998 1.1105 3.0830 0.25 -0.38 -0.01 -0.15
C -0.0657 -0.4035 2.7119 1.03 -0.79 -0.38 -0.01
C 1.0511 -1.2996 2.4453 -1.91 -0.43 0.46 -0.09
C 2.5554 -0.8597 2.4604 -0.40 -0.82 -0.75 -0.14
C 2.9615 -0.5946 0.9394 -0.31 1.10 0.32 -0.19
C 4.2634 0.2758 0.7621 0.11 -0.14 -0.90 -0.18
C 5.6364 -0.5476 0.8080 0.00 0.31 0.15 -0.26
N 5.4882 -2.0012 1.0359 0.33 0.53 -0.04 -0.01
C 0.7945 -2.7696 2.1074 -2.34 1.30 -0.25 -0.08
C 1.9803 -3.7817 1.8446 -0.97 -0.02 1.68 -0.08
C 2.3561 -4.4020 3.2773 -0.44 0.28 -0.09 -0.15
F 2.0410 -5.7929 3.3349 0.56 1.19 -0.18 -0.10
C -0.5889 -3.1918 2.0381 1.18 0.29 0.04 -0.03
C -0.9296 -4.6791 1.6444 0.54 1.93 1.13 -0.26
C -0.8397 -5.6460 2.7156 -0.72 -1.68 -1.23 -0.02
C -1.1803 -7.0517 2.4557 -0.27 2.73 -2.54 -0.02
C -1.5884 -7.2624 1.0590 0.71 1.19 1.54 -0.07
C -1.5710 -6.1487 0.1325 -0.44 -0.93 -1.07 -0.15
N -1.2609 -4.8225 0.3203 0.03 -3.39 3.04 0.13
C -1.7618 -2.2843 2.3119 1.03 0.00 0.16 -0.15
N -3.0300 -2.8419 2.2249 0.13 2.74 0.77 0.15
C -4.0190 -1.9495 2.4769 0.34 0.28 0.12 -0.28
C -5.4932 -2.4822 2.3652 0.93 -0.72 -0.29 -0.05
C -3.7539 -0.5384 2.8502 1.11 0.28 -0.02 -0.04
N -2.4984 0.0659 2.9813 -2.59 -4.06 -1.03 0.14
C -1.5294 -0.8736 2.6734 2.75 0.07 -0.10 -0.15
H -1.9537 3.0350 4.2306 1.08 0.51 -0.12 0.07
H -1.4635 4.7610 4.1777 0.60 -1.07 -0.32 0.08
H -0.4090 3.6189 5.0665 -0.67 -0.18 -1.03 0.07
H -0.7223 4.0974 2.0107 0.48 -0.99 0.65 0.11
H 0.7998 3.7550 2.9065 -0.74 -0.72 -0.16 0.12
H 1.3929 1.3297 2.8752 -1.15 -0.57 0.23 0.11
H 0.1678 1.2835 4.1965 -0.22 -0.22 -1.13 0.13
H 3.1571 -1.7184 2.8905 -0.60 1.00 -0.40 0.10
H 2.7687 0.0325 3.0994 -0.27 -0.81 -0.66 0.10
H 2.9909 -1.5443 0.3345 0.02 0.95 0.71 0.09
H 2.1091 0.0109 0.5030 0.85 -0.63 0.44 0.12
H 4.2057 0.7306 -0.2747 -0.03 -0.33 1.17 0.09
H 4.2639 1.1400 1.4911 -0.01 -0.97 -0.68 0.11
H 6.3014 -0.1346 1.6178 -0.67 -0.47 -0.73 0.11
H 6.2100 -0.3984 -0.1553 -0.72 -0.20 1.01 0.11
H 5.0617 -2.1786 1.9464 0.05 -0.05 -0.54 0.05
H 4.9673 -2.4583 0.2853 0.16 0.21 0.48 0.03
H 1.6027 -4.6413 1.2297 0.57 0.95 0.32 0.11
H 2.8881 -3.2819 1.4280 -0.98 -0.56 0.07 0.08
H 3.4410 -4.2680 3.5372 -0.99 -0.33 -0.28 0.12
H 1.7076 -3.9058 4.0565 0.83 -0.55 -0.68 0.12
H -0.5152 -5.3300 3.7344 -0.35 -0.15 -1.13 0.11
H -1.1597 -7.8492 3.2302 0.02 0.78 -0.78 0.10
H -1.9066 -8.2756 0.7146 0.35 1.13 0.18 0.10
H -1.8609 -6.3990 -0.9293 0.31 0.27 1.23 0.11
H -5.4393 -3.4370 1.7616 0.00 1.06 0.62 0.08
H -6.1720 -1.7880 1.8092 0.58 -0.40 0.79 0.08
H -5.8963 -2.7925 3.3719 0.30 0.68 -0.99 0.08
H -4.6539 0.1131 3.0319 1.13 -0.67 -0.13 0.11
C -2.8699 -1.2189 -0.6783 -0.04 -0.09 -0.27 -0.10
C -1.6797 -0.6744 -1.4572 0.01 0.10 0.06 -0.24
C -1.4278 0.8148 -1.2104 0.10 -0.02 -0.01 -0.21
C -2.5623 1.7480 -1.6388 -0.07 -0.09 0.07 -0.23
C -2.9645 1.6549 -3.1104 0.05 0.14 0.06 -0.26
C -1.8413 2.0399 -4.0662 -0.08 -0.09 -0.11 -0.11
H -3.8042 -0.7326 -0.9720 0.02 0.02 0.02 0.07
H -2.9833 -2.2900 -0.8615 -0.01 0.02 0.12 0.07
H -2.7274 -1.0725 0.3907 -0.04 0.11 -0.13 0.03
H -1.8203 -0.8677 -2.5259 0.03 0.03 0.01 0.10
H -0.7846 -1.2312 -1.1610 -0.02 0.00 -0.02 0.10
H -0.5038 1.1048 -1.7227 -0.03 0.03 0.01 0.09
H -1.2385 0.9693 -0.1415 0.00 0.00 -0.01 0.10
H -2.2628 2.7792 -1.4165 -0.03 -0.02 -0.01 0.10
H -3.4452 1.5541 -1.0201 0.06 -0.02 0.00 0.08
H -3.8113 2.3272 -3.2807 -0.02 -0.05 0.01 0.10
H -3.3204 0.6479 -3.3460 0.01 0.00 0.04 0.10
H -1.5007 3.0612 -3.8752 0.03 -0.05 0.00 0.07
H -2.1906 1.9890 -5.1001 0.08 0.04 0.01 0.07
H -0.9847 1.3685 -3.9744 0.00 0.05 0.01 0.07
C 0.7061 4.1656 -1.3492 -0.06 0.00 -0.10 -0.09
C 1.8392 3.3762 -1.9929 0.01 -0.01 0.11 -0.26
C 3.1805 3.5467 -1.2771 0.04 -0.06 -0.09 -0.23
C 3.7383 4.9722 -1.2629 -0.11 0.06 0.07 -0.23
C 3.9423 5.6066 -2.6386 0.13 -0.03 0.08 -0.27
C 4.9566 4.8631 -3.4999 -0.08 0.06 -0.12 -0.11
H 0.8949 5.2412 -1.3787 -0.01 -0.03 0.02 0.07
H -0.2317 3.9807 -1.8784 0.01 0.03 0.08 0.05
H 0.5690 3.8682 -0.3057 -0.01 0.02 -0.02 0.07
H 1.9307 3.6584 -3.0466 0.03 -0.02 0.02 0.10
H 1.5733 2.3143 -1.9823 0.04 0.02 -0.04 0.09
H 3.9114 2.8740 -1.7378 0.01 0.03 0.02 0.09
H 3.0727 3.2071 -0.2405 -0.02 0.00 -0.03 0.10
H 4.6958 4.9621 -0.7302 -0.01 0.01 -0.04 0.11
H 3.0764 5.6157 -0.6739 0.02 -0.04 -0.01 0.10
H 4.2933 6.6330 -2.4969 -0.07 -0.01 0.00 0.10
H 2.9896 5.6791 -3.1708 -0.01 -0.01 0.04 0.10
H 5.9296 4.8180 -3.0037 -0.03 -0.04 -0.02 0.07
H 5.0891 5.3759 -4.4552 0.05 -0.07 0.02 0.07
H 4.6327 3.8428 -3.7159 0.04 0.02 0.01 0.07
C -4.0189 3.2195 1.8028 -0.09 0.03 0.11 -0.10
C -5.4396 2.8928 1.3586 0.09 -0.05 -0.08 -0.26
C -5.7954 3.4753 -0.0099 -0.14 -0.05 -0.01 -0.22
C -5.7629 5.0033 -0.0963 0.15 0.02 0.04 -0.23
C -6.6722 5.7324 0.8929 -0.04 0.01 -0.15 -0.27
C -8.1510 5.4216 0.6931 -0.01 0.04 0.16 -0.11
H -3.8893 4.2990 1.9135 0.09 -0.03 0.00 0.07
H -3.8007 2.7558 2.7671 0.07 0.01 -0.06 0.05
H -3.2854 2.8491 1.0820 0.01 0.04 0.05 0.07
H -6.1498 3.2383 2.1170 -0.02 -0.01 -0.05 0.10
H -5.5486 1.8040 1.3106 -0.05 0.02 -0.02 0.09
H -6.7884 3.1148 -0.2978 0.02 0.03 -0.01 0.10
H -5.1029 3.0722 -0.7569 -0.02 0.03 0.04 0.09
H -6.0383 5.2965 -1.1154 -0.01 0.01 0.04 0.11
H -4.7354 5.3537 0.0471 -0.03 -0.03 -0.02 0.10
H -6.5240 6.8093 0.7690 0.04 -0.03 0.04 0.10
H -6.3822 5.4994 1.9214 0.03 -0.01 -0.02 0.10
H -8.4717 5.6889 -0.3170 0.00 -0.05 0.03 0.07
H -8.7561 5.9926 1.4010 -0.04 -0.04 -0.06 0.07
H -8.3668 4.3632 0.8541 -0.01 0.03 -0.04 0.06
C 1.8659 -4.7993 -2.4021 -0.07 -0.01 -0.12 -0.11
C 3.0136 -5.5823 -3.0251 0.03 -0.01 0.12 -0.27
C 4.3361 -5.4080 -2.2768 0.05 -0.06 -0.09 -0.22
C 4.8832 -3.9781 -2.2437 -0.04 0.02 0.09 -0.24
C 5.1154 -3.3350 -3.6108 0.10 0.00 0.08 -0.27
C 6.1556 -4.0666 -4.4507 -0.06 0.06 -0.11 -0.11
H 2.0526 -3.7232 -2.4231 -0.04 -0.02 0.03 0.07
H 0.9404 -4.9840 -2.9516 -0.02 0.06 0.10 0.07
H 1.7072 -5.1011 -1.3633 -0.02 0.05 -0.02 0.06
H 3.1270 -5.2952 -4.0752 0.04 -0.01 0.03 0.10
H 2.7527 -6.6450 -3.0257 0.04 0.03 -0.04 0.11
H 5.0822 -6.0736 -2.7221 0.01 0.04 0.03 0.10
H 4.2065 -5.7522 -1.2445 -0.01 0.00 -0.03 0.11
H 5.8280 -3.9836 -1.6883 -0.01 0.01 -0.03 0.11
H 4.2014 -3.3412 -1.6672 -0.04 -0.03 -0.03 0.08
H 5.4552 -2.3065 -3.4556 -0.06 0.00 0.00 0.10
H 4.1753 -3.2668 -4.1653 -0.01 -0.01 0.04 0.10
H 7.1165 -4.1070 -3.9314 -0.04 -0.04 -0.02 0.08
H 6.3071 -3.5479 -5.3999 0.05 -0.06 0.02 0.07
H 5.8446 -5.0881 -4.6795 0.04 0.02 0.02 0.07

---

no.,F_max (Eh/bohr),frontier orbital gap (eV),highest occupied orbital energy (hartree)
1,0.02929,8.2232,-0.321
2,0.09571,8.1511,-0.314